1.
# C15H19BClFINO5

A 2-piece molecular cluster, C15H19BClFINO5 overall (wB97M-V/def2-TZVPD, the Open Molecules 2025 dataset).

Calculated values
Spin multiplicity ... 1
Structure (SMILES) ... C[C@H](F)CC1=C(Cl)C(=O)C(I)=C(B(O)N(C)C)C1=O.O=C1CCCO1
Frontier orbital gap ... 7.58 eV

```
44
Properties=species:S:1:pos:R:3:forces:R:3
C -3.2160 -2.3248 -0.5376 0.33 0.75 1.10
C -1.6447 -2.4769 -0.8292 -0.86 -0.72 -0.89
F -0.8563 -2.5052 0.3705 -1.00 0.27 -1.55
C -1.0836 -1.3914 -1.8957 0.32 -0.06 0.96
C -0.3740 -0.1500 -1.2129 2.18 0.99 -0.33
C 0.9740 0.2376 -1.4390 -2.68 -0.16 0.58
Cl 2.0398 -0.6541 -2.5965 -0.97 1.15 1.51
C 1.5408 1.5229 -0.6567 1.39 0.02 0.56
O 2.6864 1.5857 -0.1887 -3.46 -0.18 -1.66
C 0.4654 2.7111 -0.4888 -2.31 -2.00 0.13
I 1.2122 4.7339 -0.6091 -0.31 -1.44 0.18
C -0.9017 2.3608 -0.2710 3.21 -0.28 -0.40
B -2.0659 3.4828 -0.1313 -0.76 1.76 -0.64
O -2.1375 4.5004 -1.1649 0.02 -2.57 1.12
N -3.1052 3.5569 0.9243 1.71 -1.91 -0.46
C -4.3446 2.9708 0.3147 -0.64 1.08 -1.40
C -2.7016 2.8829 2.1902 -0.82 -0.48 1.67
C -1.1732 0.7761 -0.1716 -0.31 -0.86 0.77
O -1.9195 0.2515 0.6701 1.82 1.82 -2.59
H -3.3563 -2.1078 0.5829 0.27 -0.36 -1.66
H -3.8165 -3.2626 -0.7774 0.96 1.28 0.11
H -3.6318 -1.4049 -1.0798 0.49 -1.48 0.67
H -1.5173 -3.5126 -1.3135 0.11 1.56 0.78
H -0.3340 -1.9559 -2.5377 -0.89 1.10 0.72
H -1.9580 -1.0215 -2.5429 1.33 -0.58 0.95
H -1.7231 4.1757 -1.9891 -0.04 0.42 0.62
H -5.0726 3.8429 0.1288 0.72 -1.58 0.43
H -4.8128 2.1256 0.9079 0.70 1.17 -0.58
H -4.0827 2.5846 -0.7408 -0.67 0.26 1.44
H -3.0930 3.4600 3.1090 0.58 -0.63 -1.43
H -1.5798 2.7818 2.3423 -1.33 0.20 -0.49
H -3.1761 1.8372 2.2841 0.93 1.45 -0.25
O 6.2756 -3.7238 -0.7502 -0.71 0.20 -0.02
C 5.4224 -3.1275 -0.1483 0.87 -0.23 -0.44
C 5.5302 -2.6276 1.2677 -0.38 -0.08 0.40
C 4.0848 -2.3329 1.6125 -0.15 0.06 0.60
C 3.4944 -1.9821 0.2662 -0.44 0.34 0.07
O 4.2233 -2.7719 -0.6825 0.33 -0.28 -0.01
H 6.1446 -1.7244 1.2805 0.09 -0.12 -0.02
H 5.9527 -3.3898 1.9215 0.28 0.14 -0.21
H 3.9624 -1.5429 2.3551 -0.06 -0.02 -0.11
H 3.6087 -3.2382 2.0019 0.01 0.10 -0.03
H 3.6279 -0.9255 0.0161 0.01 -0.06 0.01
H 2.4322 -2.2272 0.2091 0.11 -0.03 -0.22
```
Forces are in eV/Å.

***

2.
# C18H51NO18P5

A 5-piece molecular cluster, C18H51NO18P5 overall (wB97M-V/def2-TZVPD, the Open Molecules 2025 dataset).

Calculated values
Spin multiplicity ... 1
Charge ... +1
Frontier orbital gap ... 9.97 eV

```
93
Properties=species:S:1:pos:R:3:forces:R:3
C 2.7233 -2.9277 0.7084 0.20 0.27 -0.06
C 1.7233 -2.1122 -0.0919 0.18 -0.04 0.08
N 1.7703 -0.6821 0.3409 -0.56 -0.52 0.24
P 0.3818 0.2000 0.2439 0.40 0.75 0.07
C -0.8226 -0.0457 1.5537 -0.10 -0.48 -0.29
C -1.7675 -1.2541 1.3617 -0.20 0.18 0.23
O -3.0995 -0.7635 1.4231 0.01 0.06 -0.13
C -3.9386 -1.1873 0.3922 -0.01 -0.12 0.05
C -4.3952 -2.6048 0.5224 0.03 0.02 0.07
O -4.2296 -0.4226 -0.4728 -0.05 0.07 0.14
H 2.5673 -3.9904 0.5456 -0.01 -0.04 0.02
H 2.6484 -2.7125 1.7763 -0.13 -0.15 0.03
H 3.7382 -2.6785 0.4010 0.03 -0.02 0.01
H 0.7236 -2.5384 0.0310 -0.02 0.04 -0.05
H 2.0010 -2.1403 -1.1433 -0.20 -0.02 -0.09
H 2.1330 -0.6177 1.2899 0.36 0.23 -0.18
H -0.2013 -0.0512 -0.9972 -0.01 -0.16 -0.01
H 0.7677 1.5439 0.2843 0.05 0.01 -0.01
H -0.2461 -0.1414 2.4758 -0.05 0.21 0.06
H -1.4336 0.8577 1.5964 0.05 0.03 0.09
H -1.6051 -1.7512 0.4007 0.08 -0.07 0.05
H -1.6204 -1.9690 2.1711 0.09 -0.13 -0.10
H -4.9243 -2.7484 1.4644 0.01 0.05 0.03
H -5.0383 -2.8724 -0.3090 0.06 -0.04 -0.05
H -3.5221 -3.2591 0.5657 -0.07 -0.09 -0.06
C 4.8783 3.6675 2.4583 0.07 0.00 0.02
O 3.9386 4.5218 1.7740 -0.10 -0.08 0.02
P 2.9933 3.8976 0.6737 0.24 0.13 0.10
O 2.2703 2.6832 1.0878 -0.21 -0.17 0.00
O 3.8760 3.6414 -0.5961 -0.13 0.03 -0.07
C 4.7844 4.6660 -1.0504 0.30 0.09 -0.05
O 2.1042 5.1339 0.2737 -0.07 -0.10 -0.02
C 1.1424 5.6443 1.2135 0.01 0.07 0.02
H 4.3608 3.0947 3.2253 -0.02 0.00 -0.01
H 5.3717 2.9951 1.7564 0.02 0.02 -0.01
H 5.6223 4.3188 2.9051 0.00 0.00 -0.02
H 5.7900 4.4107 -0.7195 0.00 0.01 0.03
H 4.5148 5.6447 -0.6587 -0.06 -0.02 0.01
H 4.7489 4.6901 -2.1356 -0.08 -0.08 0.00
H 1.6440 6.2693 1.9501 0.01 -0.01 0.01
H 0.6221 4.8261 1.7105 0.00 -0.01 0.00
H 0.4347 6.2389 0.6444 0.01 0.00 -0.01
C -7.6018 -0.4390 -5.5880 -0.03 0.01 -0.06
O -6.2832 0.0383 -5.9020 0.00 0.00 0.12
P -5.0931 -1.0184 -5.8534 0.00 -0.01 -0.09
O -5.3575 -2.2828 -6.5311 -0.01 0.00 0.03
O -4.7274 -1.1994 -4.3287 0.00 0.00 0.03
C -4.5510 -0.0656 -3.4668 0.04 0.05 -0.14
O -3.8897 -0.1433 -6.3908 -0.01 0.01 -0.01
C -3.8728 0.1926 -7.7890 0.02 0.00 -0.02
H -8.0136 -0.9771 -6.4393 0.02 -0.02 0.01
H -7.5819 -1.0983 -4.7191 0.00 0.00 0.00
H -8.2082 0.4352 -5.3681 0.01 0.01 -0.01
H -5.4332 0.0549 -2.8427 0.01 -0.02 0.01
H -4.3733 0.8454 -4.0371 -0.01 -0.02 -0.03
H -3.6930 -0.2743 -2.8360 -0.03 0.01 0.01
H -4.5484 1.0261 -7.9765 -0.01 -0.01 0.00
H -4.1634 -0.6687 -8.3892 0.00 0.00 0.00
H -2.8540 0.4807 -8.0304 0.00 0.01 0.01
C 11.1340 3.6776 1.9028 0.03 0.04 0.04
O 10.8227 4.3059 0.6475 -0.02 -0.08 -0.02
P 9.3235 4.2226 0.1300 -0.06 0.10 0.04
O 8.3010 4.5537 1.1236 -0.07 -0.09 -0.02
O 9.1371 2.7785 -0.4750 0.00 0.00 -0.02
C 10.1104 2.2337 -1.3832 0.01 -0.02 -0.02
O 9.3818 5.1347 -1.1574 0.01 0.00 0.01
C 9.5271 6.5557 -0.9845 0.01 0.02 -0.02
H 10.7959 4.3055 2.7245 -0.03 -0.01 0.00
H 10.6618 2.6971 1.9759 0.00 0.00 -0.01
H 12.2136 3.5649 1.9373 0.00 0.02 0.00
H 10.7384 1.5251 -0.8462 0.00 0.01 0.01
H 10.7290 3.0153 -1.8198 -0.01 0.01 -0.01
H 9.5662 1.7189 -2.1702 -0.01 0.00 0.01
H 10.5694 6.7976 -0.7837 0.00 -0.01 0.01
H 8.8965 6.9048 -0.1677 0.00 0.00 0.00
H 9.2139 7.0176 -1.9159 0.01 -0.01 -0.01
C -7.9752 -6.9890 1.8720 -0.03 0.03 -0.03
O -7.9472 -6.2122 3.0807 -0.01 -0.04 0.04
P -6.5521 -6.0753 3.8345 -0.02 0.00 -0.12
O -5.4298 -5.7026 2.9732 0.03 0.08 0.00
O -6.3279 -7.4341 4.5928 0.03 0.02 0.02
C -7.3761 -8.0262 5.3793 0.00 -0.02 0.03
O -6.9251 -5.0754 4.9994 -0.01 0.00 0.01
C -7.1805 -3.7019 4.6792 -0.02 0.01 0.02
H -7.5648 -6.4086 1.0480 0.03 -0.01 0.01
H -7.4026 -7.9101 1.9866 0.00 0.00 0.00
H -9.0164 -7.2297 1.6778 0.00 0.01 0.00
H -7.8225 -8.8429 4.8151 0.00 0.01 -0.01
H -8.1408 -7.2964 5.6383 0.01 0.01 0.00
H -6.9193 -8.4128 6.2859 0.01 0.00 -0.01
H -8.1905 -3.5934 4.2861 0.00 -0.01 -0.02
H -6.4542 -3.3406 3.9512 0.01 0.00 0.00
H -7.0824 -3.1398 5.6033 -0.01 -0.01 0.01
```
Forces are in eV/Å.

***

E across the listed records, respectively: -1896.47129; -3832.43563 hartree.
Maximum force across the listed records, respectively: 0.075; 0.017 hartree/bohr.
Lowest unoccupied orbital energy across the listed records, respectively: -1.6711; -1.9566 eV.